No. 1
Entry from the Open Molecules 2025 dataset: 2 unconnected molecules or ions with the total composition C34H57FN4O5S at a distorted geometry (wB97M-V/def2-TZVPD).

Output
HOMO level: -7.5 eV
HOMO-LUMO gap: 0.249 Ha
SMILES: C=CCc1nc2c(S(=O)(=O)F)cc(CC(=O)O)c(CCCCCCCCCCCCCCC)c2nc1CNC.COC[C@@H](C)N
net charge: 0

Positions of all 102 atoms, in Å:
C 1.80013 4.04409 2.59938
C 2.08455 3.11806 1.61499
C 1.16968 2.81539 0.47019
C -0.09362 2.09440 0.91359
N -0.33774 1.96427 2.18312
C -1.48876 1.30360 2.49285
C -1.83406 1.06188 3.84475
S -0.80135 1.52464 5.20175
O -1.11981 0.65469 6.28765
O 0.56557 1.63053 4.83814
F -1.33392 2.93853 5.59539
C -2.99052 0.42018 4.19058
C -3.87508 -0.04915 3.19711
C -5.08469 -0.81404 3.69127
C -4.59276 -2.22207 3.99233
O -4.51775 -3.04594 3.12168
O -4.22074 -2.47656 5.28240
C -3.58432 0.15491 1.86821
C -4.46485 -0.35677 0.76467
C -5.85995 0.27473 0.63899
C -6.72780 -0.56077 -0.32016
C -6.22615 -0.45819 -1.76720
C -5.29926 -1.58031 -2.31344
C -5.01340 -2.80148 -1.42349
C -3.51407 -3.15327 -1.55073
C -3.02384 -4.09878 -0.44405
C -1.59100 -3.79606 0.04157
C -0.65216 -3.19878 -1.01151
C 0.83128 -3.39578 -0.70780
C 1.67296 -2.32695 -1.42508
C 2.12171 -1.19780 -0.49488
C 2.76304 -0.03305 -1.26402
C 3.82922 0.73930 -0.46947
C -2.38143 0.83293 1.52009
N -2.08870 0.99101 0.19604
C -0.97308 1.58369 -0.10901
C -0.65673 1.72280 -1.58849
N -1.24943 0.67783 -2.39770
C -2.26836 1.09505 -3.35677
H 1.83591 5.11569 2.42260
H 1.55626 3.65370 3.58617
H 3.02878 2.57595 1.66515
H 1.70145 2.14092 -0.20632
H 0.91808 3.71486 -0.11045
H -3.21140 0.25200 5.23501
H -5.86269 -0.92918 2.94957
H -5.44055 -0.36066 4.61381
H -3.26466 -2.61463 5.30687
H -4.61098 -1.41890 0.97010
H -3.98031 -0.27389 -0.20273
H -6.38161 0.38675 1.58933
H -5.82331 1.27914 0.21008
H -6.86384 -1.57610 0.04809
H -7.72143 -0.10597 -0.29575
H -5.70353 0.49154 -1.89967
H -7.10016 -0.38268 -2.41491
H -5.71989 -1.94963 -3.24945
H -4.34868 -1.12661 -2.59984
H -5.56578 -3.66182 -1.80292
H -5.17299 -2.65173 -0.36428
H -3.30124 -3.56258 -2.53647
H -3.00030 -2.19894 -1.40742
H -3.68876 -4.06501 0.41973
H -3.03174 -5.12127 -0.82824
H -1.14492 -4.73531 0.37902
H -1.62219 -3.12845 0.90549
H -0.82453 -2.11560 -1.02675
H -0.90047 -3.53875 -2.01804
H 1.13676 -4.35728 -1.12436
H 1.01759 -3.35964 0.36566
H 1.13716 -1.91185 -2.28346
H 2.58066 -2.76920 -1.84522
H 2.88863 -1.59969 0.16842
H 1.25512 -0.82763 0.06099
H 1.99336 0.67413 -1.58386
H 3.19651 -0.42267 -2.18755
H 4.71067 0.90252 -1.09089
H 3.47982 1.72189 -0.15053
H 4.16954 0.20790 0.42019
H -0.98010 2.72014 -1.89664
H 0.42694 1.67943 -1.70426
H -1.56854 -0.09144 -1.82975
H -2.12056 2.13534 -3.63644
H -2.16034 0.51694 -4.27616
H -3.28251 0.94267 -2.97486
C 9.97084 3.53352 -2.15642
O 9.48896 2.46046 -2.94251
C 9.38556 1.21860 -2.27544
C 8.11965 1.04670 -1.42493
C 8.15806 1.80616 -0.10204
N 6.90774 1.43260 -2.15402
H 10.71586 3.19705 -1.42942
H 9.15705 4.04542 -1.63726
H 10.43997 4.24973 -2.83034
H 9.36183 0.46712 -3.06906
H 10.28965 1.02691 -1.68204
H 8.04183 -0.01846 -1.18643
H 7.97512 2.87190 -0.23736
H 7.38296 1.43104 0.56615
H 9.12070 1.68233 0.39766
H 6.81916 0.85055 -2.98264
H 7.05698 2.36717 -2.52595

No. 2
Entry from the Open Molecules 2025 dataset: a molecular structure, C34H57IrN7P at a distorted geometry (wB97M-V/def2-TZVPD).

Output
HOMO level (alpha / beta): -14.5 / -15.9 eV
2S+1: 6
HOMO-LUMO gap (alpha / beta): 0.230 / 0.184 Ha
energy above the lowest of the compared OMol25 structures with the same formula, charge and spin: 0.000 eV
net charge: +3

Positions of all 100 atoms, in Å:
Ir 0.46174 0.76189 -0.25089
C 2.80145 2.79198 -0.37845
N 3.19144 1.49030 -1.00356
C 4.08968 0.66747 -0.13403
C 3.41380 -0.46829 0.56592
C 4.27244 -1.49576 1.08451
C 3.71654 -2.69163 1.42124
C 2.31403 -2.81998 1.49868
C 1.53763 -1.75775 1.13442
N 2.04701 -0.62876 0.57909
C 3.87917 1.86951 -2.24854
C 4.45398 0.77653 -3.21841
C 4.98192 1.29562 -4.40378
C 5.49060 0.47557 -5.34436
C 5.72621 -0.85886 -4.97099
C 5.16743 -1.32391 -3.79573
N 4.51247 -0.52647 -2.94518
C 2.08011 2.72699 0.97862
C 2.55771 3.49483 2.04637
C 1.83628 3.48365 3.26482
C 0.62303 2.82848 3.33435
C 0.18973 2.09874 2.27780
N 0.92973 1.99638 1.13854
H 2.22138 3.34497 -1.12296
H 3.74663 3.36135 -0.21415
H 4.64864 1.38632 0.51486
H 4.80510 0.14500 -0.86426
H 5.37837 -1.46008 0.97825
H 4.32394 -3.59965 1.47689
H 1.81533 -3.74138 1.78619
H 0.44226 -1.81098 1.18922
H 4.69218 2.59385 -2.05692
H 3.12476 2.47224 -2.83827
H 4.97366 2.40868 -4.55939
H 5.68621 0.79906 -6.35270
H 6.20386 -1.45909 -5.69415
H 5.25924 -2.38582 -3.51436
H 3.39902 4.20857 1.89402
H 2.21992 4.01643 4.12474
H 0.03284 2.87505 4.22713
H -0.69902 1.48740 2.36198
N -0.82568 2.27675 -0.93620
C -1.51456 2.31886 -2.25871
C -0.64626 2.24191 -3.52625
C -0.05424 0.87003 -3.95973
C -0.45730 -0.24647 -3.02719
N 0.45490 -0.51116 -1.86308
H -1.51846 2.51936 -0.22136
H -0.20381 3.06195 -0.90413
H -2.05635 3.28800 -2.21716
H -2.35121 1.57103 -2.35283
H 0.18547 2.97341 -3.44789
H -1.36190 2.62190 -4.28542
H 1.03153 0.88702 -4.16452
H -0.55947 0.53364 -4.89127
H -0.80091 -1.20472 -3.46430
H -1.38186 0.14134 -2.57969
H 1.40880 -0.69197 -2.22621
H 0.07813 -1.42681 -1.55593
C -4.11355 1.31780 0.71000
C -3.84574 0.35317 1.86344
C -5.13421 -0.41675 2.06616
C -3.48132 1.23441 3.08128
P -2.41404 -0.78243 1.35793
N -1.21922 -0.04280 0.68531
C -1.88298 -1.76523 2.94499
C -2.97816 -2.08913 4.00068
C -1.35933 -3.13969 2.55800
C -0.71597 -1.09820 3.65156
C -2.99316 -1.99891 -0.06014
C -4.04693 -3.04329 0.39964
C -3.58822 -1.19411 -1.22752
C -1.81126 -2.85447 -0.55806
H -4.99055 1.98284 0.87977
H -4.27783 0.83088 -0.25765
H -3.22797 2.00912 0.53841
H -5.88429 0.26056 2.48745
H -4.99654 -1.23071 2.78582
H -5.48623 -0.85772 1.11429
H -4.42788 1.55921 3.56626
H -2.91186 2.13532 2.80092
H -2.85511 0.67351 3.78161
H -3.73282 -2.77731 3.59814
H -3.47619 -1.14903 4.32187
H -2.45297 -2.49748 4.87148
H -2.11044 -3.71961 2.01250
H -1.25595 -3.72221 3.50298
H -0.42020 -3.13511 1.99922
H -0.96656 -0.16120 4.22829
H 0.13808 -0.88466 2.97687
H -0.30452 -1.78461 4.43639
H -4.88727 -2.52418 0.93056
H -3.53872 -3.74105 1.06047
H -4.45214 -3.63204 -0.43914
H -4.62013 -0.98268 -1.01637
H -3.54830 -1.73843 -2.15900
H -3.10604 -0.23626 -1.43621
H -1.70664 -3.82419 -0.02877
H -0.88217 -2.30753 -0.46039
H -2.00995 -3.07830 -1.65376

No. 3
Entry from the Open Molecules 2025 dataset: a molecular structure, C34H57N3NiO2SSi at a distorted geometry (wB97M-V/def2-TZVPD).

Output
HOMO level (alpha / beta): -4.8 / -5.8 eV
2S+1: 3
HOMO-LUMO gap (alpha / beta): 0.180 / 0.213 Ha
energy above the lowest of the compared OMol25 structures with the same formula, charge and spin: 5.516 eV
net charge: 0

Positions of all 99 atoms, in Å:
O -1.00080 -3.43974 -2.03782
O -2.60011 -2.97435 -4.51416
C 0.24935 -3.93481 -2.62331
C 1.40648 -3.70862 -1.67081
H 0.36131 -3.37222 -3.55646
H 0.12041 -4.99362 -2.86628
H 1.27327 -2.92923 -0.88453
H 2.26961 -3.42960 -2.28388
H 1.64305 -4.66571 -1.19094
C -1.90999 -4.44936 -1.51986
C -2.16502 -5.53030 -2.55207
H -2.84149 -3.91799 -1.29081
H -1.48879 -4.87967 -0.59484
H -2.28370 -5.12724 -3.56998
H -3.09243 -6.05099 -2.28529
H -1.37014 -6.28796 -2.52807
C -3.62050 -2.30879 -3.78021
C -1.66777 -2.04613 -5.05050
C -4.71684 -3.29584 -3.47270
H -4.02716 -1.46786 -4.36944
H -3.18786 -1.90104 -2.84834
H -5.18425 -3.63738 -4.40156
H -5.48264 -2.81017 -2.86530
H -4.32515 -4.16460 -2.93520
C -0.78852 -2.75653 -6.05141
H -1.06137 -1.62930 -4.22657
H -2.19441 -1.21127 -5.54615
H -0.24591 -3.58266 -5.58446
H -0.06646 -2.05127 -6.46789
H -1.39166 -3.15729 -6.87186
H 2.04805 1.83175 1.00439
N 2.07388 1.93411 2.70941
C 1.59840 2.98386 3.32177
C 0.52297 3.75361 2.80726
C -0.63051 3.22702 2.19357
C 2.30464 3.39984 4.57772
H 3.33363 3.71117 4.33993
H 2.36749 2.53093 5.25047
H 1.75387 4.21373 5.05267
C -1.60282 4.24713 1.62833
H -1.61399 5.13681 2.27469
H -2.62357 3.84555 1.57566
H -1.29038 4.57175 0.62129
N -0.83968 1.93087 2.09964
C 3.11001 1.07164 3.02814
C 4.43009 1.30107 2.55713
C 4.78720 2.55237 1.81834
C 5.38798 0.31185 2.75903
H 6.41095 0.51588 2.43194
C 5.05110 -0.89568 3.38528
H 5.82540 -1.63997 3.57654
C 3.72521 -1.15282 3.75979
H 3.43323 -2.09775 4.22337
C 2.74060 -0.19571 3.54865
C 1.29451 -0.47201 3.83908
C -1.96330 1.17779 2.26963
C -2.73181 0.71801 1.15197
C -2.59746 1.35859 -0.19034
C -3.53060 -0.41118 1.30497
H -4.06521 -0.79018 0.42986
C -3.62889 -1.06066 2.53669
H -4.22351 -1.97252 2.62147
C -2.99902 -0.52371 3.66341
H -3.11550 -1.00136 4.64083
C -2.23450 0.62714 3.56643
C -1.63486 1.26222 4.78028
Ni -0.50070 -2.58490 -0.70523
H 4.60165 2.50532 0.73720
H 5.86103 2.72666 1.93126
H 4.26647 3.43446 2.19928
H 1.06551 -0.27538 4.89889
H 1.04522 -1.51887 3.61588
H 0.64729 0.16610 3.21853
H -3.59082 1.63491 -0.57426
H -2.15199 0.66462 -0.91720
H -1.97713 2.25896 -0.14712
H -0.54075 1.20958 4.76949
H -1.98933 0.75338 5.68435
H -1.90685 2.32272 4.85684
H 0.52283 4.82088 3.02205
C 2.03712 1.67201 -0.00737
Si 1.25244 2.63847 -2.16320
H 1.85122 2.69402 -0.42774
H 3.06490 1.31492 -0.24021
C 2.89545 2.67862 -3.00905
C 0.54534 4.25363 -1.57792
C 0.04586 1.50215 -2.99135
H 0.02475 0.52709 -2.49094
H 0.33765 1.35092 -4.03678
H -0.95830 1.93919 -2.98629
H 3.65089 2.02828 -2.54544
H 3.28099 3.70736 -3.03546
H 2.72418 2.33363 -4.03825
H 0.87772 4.55165 -0.57027
H -0.55314 4.21157 -1.57458
H 0.90966 5.00724 -2.29187
S -0.24843 -1.37660 0.99364
C 0.47712 -0.24085 0.05059
N 0.94798 0.79862 -0.36609

Total energy
In order: -65929.147, -58710.276, -104495.539
Unit: eV